# C3H6O2

An isolated molecule of C3H6O2 at a distorted geometry (wB97M-V/def2-TZVPD, the OMol25 dataset).

Bonds (Å) are listed after each position.
Atoms and positions in Å:
1 C -0.62 -0.75 -0.62  C2 1.501, O5 1.556, H6 1.094, H7 1.121
2 C -0.81 0.65 -0.12  C1 1.501, O3 1.408, H8 1.089, H9 1.092
3 O 0.50 1.17 -0.09  C2 1.408, C4 1.420
4 C 1.23 0.12 0.54  O3 1.420, O5 1.454, H10 1.102, H11 1.114
5 O 0.34 -1.04 0.56  C1 1.556, C4 1.454
6 H -0.05 -1.00 -1.52  C1 1.094
7 H -1.64 -1.22 -0.69  C1 1.121
8 H -1.55 1.39 -0.42  C2 1.089
9 H -1.08 0.27 0.87  C2 1.092
10 H 2.13 -0.09 -0.05  C4 1.102
11 H 1.55 0.49 1.53  C4 1.114

DFT total energy in eV: -7300.90962
Multiplicity: 1
LUMO in eV: 1.05
Energy relative to the best compared isomer or geometry (same formula, charge and spin) in kcal per mole: 63.8